Entry 1:
The following is a quantum chemistry calculation of a 2-piece molecular cluster, H4O2 overall, from the Open Molecules 2025 dataset.

Geometry as XYZ:
```
6
Properties=species:S:1:pos:R:3:forces:R:3
O 0.4474 1.2531 -1.1894 -0.18 -0.13 0.24
H 0.9467 0.6029 -1.6923 -0.03 0.02 0.05
H 0.0328 0.7421 -0.4689 0.26 0.15 -0.36
O -0.4219 -0.5830 0.8532 -0.06 -0.23 0.22
H -1.0363 -1.3243 0.7999 0.05 0.12 -0.03
H 0.0314 -0.6908 1.6975 -0.03 0.07 -0.12
```
Forces are in eV/Å.

DFT total energy, eV: -4159.913
Structure (SMILES): O.O
Frontier orbital gap, eV: 11.369



Entry 2:
The following is a quantum chemistry calculation of one molecule with the formula H4O2P2S at a distorted geometry, from the Open Molecules 2025 dataset.

Geometry as XYZ:
```
9
Properties=species:S:1:pos:R:3:forces:R:3
O -0.2184 0.0837 1.6983 0.05 -0.16 -2.18
O -1.3543 0.8044 -0.4216 -0.17 -0.31 -0.25
P -0.0932 -2.0292 -0.3080 1.94 -3.44 -2.05
P 1.6092 1.2898 -0.2639 2.96 -2.14 -1.46
S -0.2030 0.1663 0.2033 -1.01 3.32 3.63
H -1.1060 -2.1463 0.5205 -1.91 -0.31 1.81
H -0.8560 -2.2332 -1.4398 -0.23 -0.23 -0.69
H 0.8349 2.1662 -0.8527 -1.50 1.86 -1.70
H 1.3870 1.8984 0.8639 -0.13 1.42 2.89
```
Forces are in eV/Å.

DFT total energy, eV: -33566.156
Multiplicity: 3
Frontier orbital gap (alpha / beta), eV: 6.545 / 6.574



Entry 3:
The following is a quantum chemistry calculation of H4O2Tl as an isolated structure at a distorted geometry, from the Open Molecules 2025 dataset.

Geometry as XYZ:
```
7
Properties=species:S:1:pos:R:3:forces:R:3
Tl -0.3190 -0.5800 -0.5933 -0.05 -0.11 -0.10
O 4.0697 -2.4398 0.3879 -1.54 0.82 -0.40
H 4.3724 -2.7094 1.2550 0.46 -0.53 2.03
H 4.7859 -2.6774 -0.2010 1.46 -0.45 -1.55
O -4.0146 2.5396 -0.3029 1.32 -1.19 -0.14
H -4.9425 2.3789 -0.1315 -2.03 -0.63 0.42
H -3.9518 3.4882 -0.4142 0.39 2.09 -0.27
```
Forces are in eV/Å.

DFT total energy, eV: -8808.832
Total charge: +3
Frontier orbital gap, eV: 1.747



Let's list molecular weight in order: 36.0; 130.0; 240.4 g/mol.
Let's list ΔE to the lowest compared entry with this formula, charge and spin in order: 2.5; 205.9; 66.3 kJ/mol.